{
  "formula": "C8H6N2O5PrS",
  "method": "the ωB97M-V functional and the def2-TZVPD basis",
  "symbols": ["O", "C", "Pr", "O", "C", "C", "O", "C", "O", "C", "O", "S", "C", "N", "C", "C", "N", "H", "H", "H", "H", "H", "H"],
  "xyz": [[-0.193, 3.556, -2.550], [-0.220, 2.420, -2.678], [-0.240, -2.247, -1.018], [-0.222, -1.149, -4.951], [-0.209, -1.345, -3.809], [-0.205, -4.160, -2.381], [-0.206, -5.038, -3.159], [-2.464, -1.151, -2.143], [-3.406, -0.927, -2.795], [2.025, -1.135, -2.086], [2.978, -0.926, -2.686], [-0.302, -1.936, 1.870], [-0.050, -0.193, 1.972], [1.158, 0.418, 2.086], [1.096, 1.759, 2.719], [-0.394, 1.920, 2.905], [-0.962, 0.715, 2.333], [2.052, -0.050, 1.810], [1.520, 2.537, 2.061], [1.644, 1.721, 3.678], [-0.732, 2.808, 2.381], [-0.721, 2.012, 3.933], [-1.947, 0.389, 2.506]],
  "forces_ev_per_angstrom": [[-0.078, -3.112, -0.406], [0.079, 2.970, 0.444], [-0.164, 3.179, 3.231], [0.073, -0.817, 5.357], [-0.068, 0.706, -5.516], [0.046, -8.265, -6.609], [0.014, 5.348, 4.734], [-5.549, 1.094, -3.433], [5.111, -1.065, 3.576], [3.952, 0.638, -2.098], [-3.524, -0.609, 2.240], [0.087, 0.414, -2.208], [1.333, 2.163, 1.603], [0.800, -1.867, -1.200], [0.910, -0.304, 0.044], [-0.637, 1.120, 0.107], [-2.109, -2.573, -0.468], [-1.294, 0.624, 0.757], [-0.071, -0.471, 0.340], [-0.138, 0.112, -0.540], [-0.316, 0.002, -0.104], [0.109, -0.045, 0.246], [1.437, 0.759, -0.098]],
  "e_homo_ev": [-19.2549, -19.2653],
  "multiplicity": 3,
  "orbital_gap_ev": [5.17, 5.49],
  "charge": 3,
  "s_squared": 2.01,
  "e_lumo_ha": [-0.5177, -0.5063]
}

---

{
  "formula": "C8H6N2OS",
  "method": "the ωB97M-V functional and the def2-TZVPD basis",
  "symbols": ["O", "C", "C", "C", "S", "N", "C", "C", "C", "C", "C", "N", "H", "H", "H", "H", "H", "H"],
  "xyz": [[-0.916, 2.237, -0.485], [-1.337, 1.168, -0.213], [-2.858, 0.755, -0.319], [-3.002, -0.619, -0.077], [-1.555, -1.422, 0.395], [-0.656, 0.033, 0.308], [0.673, -0.049, 0.165], [1.606, 0.964, 0.615], [2.933, 0.843, 0.512], [3.461, -0.231, -0.181], [2.557, -1.160, -0.661], [1.195, -1.002, -0.541], [-3.494, 1.432, -0.650], [-4.045, -0.956, 0.068], [0.963, 1.805, 1.202], [3.559, 1.738, 1.017], [4.340, -0.308, -0.318], [2.910, -2.090, -1.181]],
  "forces_ev_per_angstrom": [[1.508, 1.385, -0.254], [-4.531, -2.316, 0.456], [5.978, -5.507, 1.743], [-1.025, 3.983, 0.217], [-0.440, 0.089, -0.178], [-2.405, 0.821, -0.128], [5.816, 1.395, -0.807], [-5.930, 1.656, 2.614], [1.810, 3.120, 1.251], [-11.307, 0.266, 1.446], [-0.864, -0.064, -0.238], [1.168, -2.625, -0.482], [-3.125, 2.723, -1.243], [1.050, -0.707, -0.320], [2.414, -1.637, -1.340], [-1.158, -2.432, -1.451], [11.580, -1.263, -1.712], [-0.539, 1.112, 0.426]],
  "de_lowest_kj_mol": 296.2,
  "e_homo_ev": -8.5303,
  "orbital_gap_ev": 9.10,
  "charge": 0,
  "e_lumo_ha": 0.0209
}

---

{
  "formula": "C8H6N3",
  "method": "the ωB97M-V functional and the def2-TZVPD basis",
  "symbols": ["C", "C", "C", "C", "C", "C", "C", "C", "N", "N", "N", "H", "H", "H", "H", "H", "H"],
  "xyz": [[1.479, 0.446, -1.997], [0.533, -0.436, -2.348], [1.551, 0.976, -0.737], [-0.554, -0.798, -1.513], [0.481, 0.886, 1.585], [0.567, 0.599, 0.147], [-0.465, -0.252, -0.288], [-1.523, -0.382, 1.741], [-3.342, -1.908, 1.843], [-2.422, -1.235, 1.870], [-0.544, 0.365, 2.289], [2.128, 0.658, -2.771], [0.737, -0.866, -3.298], [2.284, 1.577, -0.359], [-1.394, -1.549, -1.686], [1.115, 1.522, 2.227], [-0.630, 0.396, 3.295]],
  "forces_ev_per_angstrom": [[0.334, 0.796, 1.011], [-1.989, -1.422, -0.052], [-1.408, -0.903, 0.019], [-1.275, -1.567, -0.069], [-0.991, -0.035, 1.001], [-1.969, -0.742, 2.444], [-0.587, 0.649, 3.330], [2.981, 1.093, -6.735], [1.190, 0.475, 0.132], [-2.244, -1.251, 1.022], [0.680, -0.368, 0.117], [1.762, 0.715, -0.978], [-0.753, -0.621, -0.788], [2.091, 1.666, 0.424], [1.466, 1.127, -0.410], [-0.049, -0.431, -0.862], [0.761, 0.821, 0.393]],
  "de_lowest_kj_mol": 0.0,
  "e_homo_ev": [-12.6590, -12.6606],
  "orbital_gap_ev": [7.11, 7.11],
  "charge": 1,
  "e_lumo_ha": [-0.2040, -0.2040]
}

---

{
  "formula": "C8H6NO2S",
  "method": "the ωB97M-V functional and the def2-TZVPD basis",
  "symbols": ["C", "C", "C", "C", "C", "C", "C", "C", "N", "O", "O", "S", "H", "H", "H", "H", "H", "H"],
  "xyz": [[3.087, 0.865, -0.945], [-2.625, 0.849, 0.185], [-2.388, -0.281, -0.564], [-1.608, 1.286, 1.082], [-1.122, -0.855, -0.617], [-0.380, 0.718, 1.032], [-0.144, -0.378, 0.235], [2.820, -0.331, -1.597], [3.205, 1.931, -0.465], [1.013, -2.555, -0.072], [2.094, -0.935, 1.558], [1.482, -1.244, 0.226], [-3.719, 0.979, 0.203], [-3.267, -0.478, -1.210], [-1.689, 2.018, 1.887], [-0.747, -1.575, -1.332], [0.294, 1.026, 1.815], [3.696, -1.041, -1.424]],
  "forces_ev_per_angstrom": [[0.129, 2.143, 1.042], [-0.256, -0.898, 1.874], [-0.232, 0.588, -1.550], [-1.877, 0.794, -0.365], [0.576, 0.114, -0.304], [0.629, -0.627, 1.042], [0.909, 0.199, -0.594], [-0.400, -2.346, 1.301], [-0.011, -1.093, -0.596], [0.014, -2.777, -0.377], [-0.902, -0.630, -1.681], [1.560, 3.730, 0.519], [0.731, 1.339, 0.488], [1.012, -0.830, 0.150], [-0.724, 0.147, -0.556], [-0.715, -0.433, 0.035], [0.655, -0.071, -0.301], [-1.098, 0.652, -0.127]],
  "de_lowest_kj_mol": 377.0,
  "e_homo_ev": [-4.2819, -4.2812],
  "orbital_gap_ev": [7.61, 7.61],
  "charge": -1,
  "e_lumo_ha": [0.1224, 0.1224]
}